A 8-piece molecular cluster, C48H71ClN7O3S overall at a distorted geometry, computed with wB97M-V/def2-TZVPD.

```
131
C48H71ClN7O3S wB97M-V/def2-TZVPD
C 0.215 0.229 -0.144
C 1.124 0.297 -0.941
C 2.318 0.506 -1.796
C 2.403 1.883 -2.510
C 2.208 3.033 -1.496
C 0.791 3.537 -1.116
C 0.651 5.086 -1.113
C -0.744 5.542 -1.535
C -1.872 5.092 -0.591
C -3.164 4.840 -1.378
C -4.446 4.932 -0.554
C -5.679 4.714 -1.441
C -6.968 4.447 -0.672
C -8.130 4.090 -1.637
C -8.806 2.775 -1.305
O -7.843 1.744 -1.399
C -8.353 0.501 -0.966
C 1.345 1.851 -3.613
C 1.451 3.016 -4.593
C 0.292 3.058 -5.606
C -0.904 3.810 -5.014
S -2.198 4.277 -6.157
O -2.052 5.638 -6.563
O -3.464 3.900 -5.605
Cl -1.893 3.095 -7.810
H -0.557 0.278 0.586
H 2.326 -0.246 -2.592
H 3.222 0.354 -1.202
H 2.702 2.714 -0.570
H 2.791 3.903 -1.829
H 0.578 3.219 -0.093
H -0.024 3.135 -1.724
H 1.403 5.486 -1.801
H 0.900 5.481 -0.123
H -0.946 5.091 -2.508
H -0.778 6.630 -1.644
H -2.051 5.838 0.189
H -1.572 4.176 -0.078
H -3.231 5.607 -2.158
H -3.124 3.869 -1.877
H -4.516 5.936 -0.119
H -4.455 4.226 0.282
H -5.481 3.824 -2.050
H -5.793 5.542 -2.144
H -6.821 3.617 0.019
H -7.268 5.346 -0.127
H -8.874 4.886 -1.698
H -7.713 3.982 -2.642
H -9.592 2.583 -2.051
H -9.267 2.802 -0.309
H -7.522 -0.190 -0.841
H -9.081 0.101 -1.681
H -8.844 0.615 0.009
H 1.565 0.951 -4.202
H 0.299 1.718 -3.247
H 2.364 2.847 -5.169
H 1.583 3.982 -4.094
H 0.621 3.584 -6.508
H 0.010 2.045 -5.894
H -0.528 4.743 -4.597
H -1.355 3.227 -4.212
N 0.790 -2.846 -1.262
C -0.440 -3.420 -1.380
C -0.269 -4.778 -1.502
C 1.129 -5.027 -1.456
C 1.752 -3.812 -1.301
H 0.958 -1.850 -1.166
H -1.331 -2.814 -1.370
H -1.055 -5.506 -1.619
H 1.620 -5.983 -1.531
H 2.795 -3.555 -1.223
N -0.077 -1.944 4.324
C -0.207 -3.305 4.337
C -0.087 -3.751 3.047
C 0.127 -2.612 2.223
C 0.131 -1.515 3.039
H -0.126 -1.350 5.131
H -0.370 -3.832 5.263
H -0.144 -4.778 2.723
H 0.263 -2.604 1.156
H 0.264 -0.469 2.819
N -1.065 -6.604 6.023
C -0.022 -7.375 6.454
C -0.489 -8.193 7.449
C -1.870 -7.903 7.621
C -2.195 -6.919 6.725
H -1.010 -5.912 5.297
H 0.957 -7.276 6.019
H 0.094 -8.918 7.992
H -2.547 -8.364 8.322
H -3.127 -6.419 6.529
N 1.092 -3.946 -4.762
C 0.000 -3.700 -5.543
C 0.319 -4.034 -6.834
C 1.661 -4.498 -6.828
C 2.106 -4.436 -5.532
H 1.140 -3.789 -3.768
H -0.907 -3.307 -5.115
H -0.333 -3.946 -7.687
H 2.235 -4.831 -7.676
H 3.058 -4.691 -5.097
N 3.249 -1.702 8.723
C 2.205 -1.459 7.870
C 2.588 -1.854 6.616
C 3.914 -2.356 6.718
C 4.293 -2.249 8.029
H 3.250 -1.509 9.707
H 1.286 -1.029 8.229
H 1.990 -1.791 5.723
H 4.518 -2.751 5.918
H 5.210 -2.512 8.527
N 8.067 0.203 10.961
C 6.778 0.241 11.416
C 5.949 0.162 10.329
C 6.770 0.070 9.171
C 8.071 0.099 9.595
H 8.885 0.248 11.538
H 6.563 0.323 12.467
H 4.873 0.173 10.357
H 6.441 -0.006 8.148
H 8.995 0.056 9.045
N 3.395 0.295 -8.250
C 4.484 -0.466 -7.919
C 4.097 -1.348 -6.945
C 2.721 -1.113 -6.679
C 2.317 -0.096 -7.500
H 3.388 1.029 -8.933
H 5.435 -0.312 -8.399
H 4.729 -2.081 -6.472
H 2.101 -1.632 -5.967
H 1.360 0.384 -7.612
```

net charge: -1
HOMO-LUMO gap: 3.86 eV
spin multiplicity: 1
highest occupied orbital energy: -2.082 eV
DFT total energy: -90853.7093 eV